1.
16
Properties=species:S:1:pos:R:3:forces:R:3 method="wB97M-V/def2-TZVPD" max_force_ev_per_a=4.2 charge=+1 homo_lumo_gap_ev=9.740 relative_energy_ev=2.708
H 0.258514 -0.704510 -1.717621 -0.5838 0.0890 1.5535
H -1.232458 -0.508205 1.066357 0.0684 0.3497 0.8498
H -2.151829 -0.200557 -0.409794 1.0590 -0.5948 -0.0278
N 2.030961 1.042071 0.026635 1.0056 1.4593 -0.6169
S 2.784512 -0.490867 -0.010949 -0.6723 -1.5410 -0.1030
H -1.014677 2.063740 -0.142985 0.0413 0.8535 0.2570
C 1.187992 -1.398820 0.151829 -1.0594 1.5575 3.0576
C -1.307874 -0.787218 0.040056 0.9288 1.3546 -1.2252
H -1.536077 -1.808932 0.054478 -0.7501 -1.6024 -0.2094
C 0.114993 -0.683877 -0.583202 -0.1446 4.0396 -1.0723
C 0.743928 1.179078 -0.170299 -1.1352 -3.1066 -0.2558
H 2.807744 1.736628 -0.108050 -1.5612 -0.1243 0.5684
H 0.450665 3.097981 0.457857 -1.8435 -1.4566 -0.9885
H 1.308613 -2.408792 -0.175999 0.2475 -0.6523 -0.1226
H 0.743226 -1.331133 1.262817 1.7603 -0.6368 -1.9673
N -0.033691 2.238210 0.032879 2.6392 0.0118 0.3025


2.
16
Properties=species:S:1:pos:R:3:forces:R:3 method="wB97M-V/def2-TZVPD" max_force_ev_per_a=3.3 charge=+1 homo_lumo_gap_ev="7.901 / 7.906" relative_energy_ev=4.263
H 1.411321 2.311922 -0.119485 -0.0683 -0.1946 -0.2286
H -0.800297 0.388611 1.975006 -0.0142 -0.0835 0.0109
C -2.175814 -2.476126 -0.537029 -0.9656 0.1195 -0.8127
H 0.977571 -0.197286 0.332482 0.0383 0.1098 -0.1647
H 1.530432 1.258989 -1.422255 -0.0753 0.1567 0.0904
C -0.313650 1.165563 1.393023 0.0475 -0.0238 0.0030
N 0.894504 1.662353 -0.726343 -0.1247 -0.0341 0.0022
H 0.160549 2.181688 -1.231971 0.1782 -0.0860 0.1020
H -1.045713 1.940927 1.183152 -0.0934 0.0909 -0.0449
S -1.848637 0.330688 -1.811408 0.5300 0.2140 0.3661
H -2.696221 -1.827177 -1.267546 -0.0346 0.2078 -0.1585
C 0.221659 0.556397 0.098299 0.2826 0.1457 0.6073
N -1.202247 -2.108710 0.101728 1.5777 2.5641 0.1796
H -2.603999 -3.466521 -0.437187 0.1053 -0.3152 0.2220
C -0.871582 -0.045480 -0.642874 -1.4763 -2.8954 -0.2353
H 0.497208 1.578096 1.988266 0.0928 0.0241 0.0610


3.
16
Properties=species:S:1:pos:R:3:forces:R:3 method="wB97M-V/def2-TZVPD" max_force_ev_per_a=5.9 charge=0 homo_lumo_gap_ev=9.543 relative_energy_ev=6.726
H -0.541109 -1.136506 1.370619 0.3540 1.4802 2.0931
H 1.207790 2.019744 -0.063601 -2.2086 -1.4564 0.9750
C 0.030256 -0.890983 0.498510 0.1466 0.0908 -2.4688
N 2.128191 -0.397160 -0.850956 1.8822 0.9073 4.3022
C 1.349622 -0.127609 0.554715 -0.5911 -0.2486 -1.9566
H 1.758521 -0.350847 1.475393 2.2952 -0.2319 1.5514
H 2.914782 -1.013293 -0.459491 -1.3146 0.4986 -1.0173
N -1.695915 0.571252 -0.503596 -1.0247 -0.3753 0.5570
H 0.100932 1.630465 1.424228 -0.0790 -0.3461 0.0654
H -1.615993 -1.430262 0.488246 -4.6687 2.8486 -2.3388
H -3.574246 -0.376400 -0.090624 2.0901 -0.0632 -0.5242
C 0.518168 1.217125 0.507245 2.5326 -0.8408 -3.3176
H -0.238385 -1.881774 0.072678 1.9536 0.2850 -1.1975
C -2.425085 -0.399723 -0.150514 0.2006 -2.4172 2.2349
N -0.372063 0.292874 -0.321112 -0.4320 0.8437 1.1760
H 2.728444 0.477251 -0.947540 -1.1362 -0.9745 -0.1343


4.
16
Properties=species:S:1:pos:R:3:forces:R:3 method="wB97M-V/def2-TZVPD" max_force_ev_per_a=1.7 charge=0 homo_lumo_gap_ev=8.228 relative_energy_ev=3.855
H 2.487620 -1.341435 0.543549 -0.0206 -0.1015 0.0869
C -0.294200 1.859309 -1.520317 -0.6534 0.2064 1.5182
N -0.866407 0.826879 -1.844589 0.2186 -0.8531 0.2907
C -0.693328 -0.010112 0.714162 0.0854 0.8300 0.7629
H 0.724496 -2.847999 -0.203762 -0.0266 0.0479 0.0306
H -1.212604 1.749271 1.408778 -0.1633 -0.1308 -0.1020
C 1.680922 -0.662233 0.782381 -0.3149 0.0505 -0.1494
H -0.226817 1.906656 -0.059763 0.6300 -0.0793 -1.2341
H 1.927385 0.288681 1.224898 -0.0384 0.0635 -0.0093
H -0.046637 2.674569 -2.191784 0.0963 -0.0115 -0.0101
H -0.784354 -2.238421 -0.561045 0.0486 0.0518 0.0186
N -0.021189 -2.240202 0.101121 -0.0573 -0.0551 -0.0394
H -0.996268 0.178222 -0.915309 -0.0936 0.5111 -0.6570
N -0.410690 1.261504 1.019157 -0.1177 -0.6227 -0.0040
C 0.400763 -0.977796 0.533056 0.4240 0.0304 -0.2952
H -1.668693 -0.426896 0.969468 -0.0171 0.0626 -0.2072